92
Properties=species:S:1:pos:R:3:lowdin_spin:R:1 method="wB97M-V/def2-TZVPD" s_squared=9.338 orbital_gap_ev="6.975 / 6.978" homo_energy_ev="-7.08 / -7.08" molar_mass_g_mol=837.69 e_lumo_ha="-0.004 / -0.004" multiplicity=6
C 2.39 -2.69 -5.31 0.00
C 2.14 -1.65 -6.34 0.00
H 1.54 -3.36 -5.29 0.00
H 2.48 -2.29 -4.30 0.00
H 3.33 -3.24 -5.50 0.00
C 2.14 -1.98 -7.65 0.00
C 2.29 -3.38 -8.11 0.00
H 2.15 -1.25 -8.47 0.00
H 1.68 -4.13 -7.60 0.00
H 3.33 -3.65 -7.96 0.00
H 2.07 -3.48 -9.18 0.00
Dy 1.45 0.27 -2.73 5.07
Cl 3.53 -1.15 -2.44 -0.02
Cl 2.80 2.36 -3.79 -0.01
C 0.03 3.00 -2.28 0.00
O -0.28 1.79 -2.50 -0.01
N -0.82 4.00 -2.42 0.00
C -2.24 3.73 -2.57 0.00
C -0.35 5.35 -2.69 0.00
H 1.06 3.26 -2.01 0.00
H -2.63 3.10 -1.76 0.00
H -2.44 3.24 -3.54 0.00
H -2.72 4.71 -2.55 0.00
H 0.35 5.70 -1.95 0.00
H -1.22 6.00 -2.71 0.00
H 0.15 5.42 -3.66 0.00
H -0.39 -4.60 -0.33 0.00
H -1.44 -3.58 -3.77 0.00
C -1.36 -4.14 -0.51 0.00
C -2.04 -3.59 -2.84 0.00
N -1.20 -3.29 -1.68 0.00
H -1.63 -3.57 0.39 0.00
C -0.26 -2.35 -1.71 0.00
O -0.02 -1.61 -2.71 -0.01
H -2.80 -2.80 -2.90 0.00
H 0.30 -2.21 -0.79 0.00
H -2.12 -4.91 -0.70 0.00
H -2.53 -4.56 -2.71 0.00
O 1.37 -0.07 -4.68 -0.01
C 1.93 -0.19 -5.92 0.00
C 0.40 0.16 -8.10 0.00
C 1.30 0.64 -7.12 0.00
H -0.07 -0.82 -7.96 0.00
C 0.02 0.94 -9.21 0.00
H 2.91 0.31 -5.84 0.00
C 1.81 1.93 -7.28 0.00
H -0.66 0.55 -9.96 0.00
C 0.61 2.20 -9.37 0.00
C 1.50 2.69 -8.41 0.00
H 2.42 2.32 -6.46 0.00
H 0.48 2.75 -10.30 0.00
H 2.00 3.66 -8.52 0.00
Si -2.23 -0.01 -6.04 0.00
Cl -1.30 -1.77 -6.42 0.00
C -3.29 0.52 -7.50 0.00
C -1.23 1.61 -5.79 0.00
C -2.78 -0.41 -4.31 0.00
H -3.31 1.64 -7.49 0.00
H -4.28 0.08 -7.27 0.00
H -2.95 0.17 -8.50 0.00
H -2.41 -1.38 -3.97 0.00
H -3.87 -0.39 -4.42 0.00
H -2.41 0.37 -3.64 0.00
H -1.09 2.15 -6.73 0.00
H -0.27 1.61 -5.24 0.00
H -1.89 2.24 -5.19 0.00
C -0.80 0.43 4.56 0.00
N -0.91 0.36 3.12 0.00
N 0.11 -0.06 2.35 0.00
C -0.13 0.27 1.02 0.00
O 0.72 0.12 0.11 -0.01
C -1.47 0.79 1.02 0.00
C -1.88 0.88 2.34 0.00
C -3.12 1.44 2.91 0.00
C 1.29 -0.58 2.92 0.00
C 1.21 -1.64 3.83 0.00
C 2.35 -1.99 4.55 0.00
C 3.56 -1.32 4.31 0.00
C 3.65 -0.35 3.31 0.00
C 2.51 -0.02 2.56 0.00
H -1.67 1.00 4.92 0.00
H 0.12 0.94 4.89 0.00
H -0.85 -0.57 5.01 0.00
H -2.01 1.04 0.13 0.00
H -3.64 0.71 3.55 0.00
H -2.91 2.34 3.51 0.00
H -3.79 1.72 2.08 0.00
H 0.27 -2.15 4.01 0.00
H 2.29 -2.77 5.32 0.00
H 4.45 -1.60 4.89 0.00
H 4.60 0.16 3.13 0.00
H 2.56 0.70 1.74 0.00

***

95
Properties=species:S:1:pos:R:3:mulliken_charge:R:1 method="wB97M-V/def2-TZVPD" orbital_gap_ev=7.116 homo_energy_ev=-7.12 molar_mass_g_mol=794.81 e_lumo_ha=0.000 multiplicity=1
C 0.35 -5.75 2.65 -1.42
C -0.60 -4.99 1.72 -0.21
C -0.13 -4.79 0.27 -0.48
N -0.81 -3.71 -0.50 0.99
C -0.07 -3.58 -1.82 -0.54
C -0.82 -2.74 -2.86 0.09
C -2.22 -3.32 -3.10 -1.14
C -2.99 -3.39 -1.81 0.05
C -2.25 -4.15 -0.69 -1.10
C -0.76 -2.37 0.20 -0.85
H 1.33 -5.28 2.66 0.27
H 0.46 -6.78 2.32 0.36
H -0.02 -5.75 3.67 0.42
H -0.79 -4.02 2.18 0.17
H -1.60 -5.43 1.71 0.37
H -0.28 -5.74 -0.24 0.55
H 0.93 -4.51 0.29 0.08
H -0.10 -4.58 -2.24 0.59
H 0.95 -3.23 -1.62 0.00
H -0.22 -2.84 -3.76 0.49
H -0.95 -1.70 -2.53 -0.29
H -2.12 -4.30 -3.59 0.50
H -2.77 -2.71 -3.82 0.25
H -3.99 -3.80 -1.95 0.49
H -3.20 -2.37 -1.48 -0.21
H -2.18 -5.21 -0.95 0.47
H -2.81 -3.97 0.23 0.46
H -1.04 -2.46 1.24 0.28
H -1.32 -1.63 -0.37 0.05
H 0.31 -2.20 0.20 0.08
Cu -2.99 3.02 0.23 0.51
Cu -2.06 1.67 2.71 0.28
O -3.57 1.11 1.27 -1.03
H -3.20 0.59 0.55 0.26
O -2.30 3.86 2.22 -1.08
H -1.35 3.84 2.37 0.05
P 0.25 1.21 0.14 1.60
F 0.83 0.14 -0.92 -0.20
F -1.13 1.30 -0.69 -0.33
F -0.33 0.07 1.13 -0.31
F -0.27 2.37 1.18 0.15
F 1.64 1.11 1.03 -0.68
F 0.88 2.37 -0.76 -0.31
N -5.18 -1.11 -3.53 0.04
C -4.47 -0.96 -2.37 -0.85
C -3.17 -0.69 -2.75 -0.53
C -3.08 -0.78 -4.15 -1.25
C -4.35 -1.08 -4.61 -0.47
H -6.16 -1.33 -3.58 0.21
H -4.96 -0.80 -1.42 0.52
H -2.38 -0.23 -2.17 1.44
H -2.26 -0.53 -4.80 0.47
H -4.79 -1.20 -5.59 0.46
N -0.95 5.99 0.83 0.24
C 0.34 5.84 0.36 -0.44
C 0.73 7.06 -0.14 -0.28
C -0.34 7.97 0.02 -0.81
C -1.38 7.24 0.59 -0.45
H -1.42 5.21 1.30 0.30
H 0.81 4.88 0.52 0.32
H 1.65 7.23 -0.69 0.38
H -0.35 8.99 -0.32 0.38
H -2.38 7.53 0.87 0.43
N 0.27 2.61 4.26 0.07
C -0.91 2.82 4.92 -0.24
C -1.39 1.54 5.26 -0.86
C -0.48 0.60 4.73 -0.32
C 0.55 1.29 4.13 -0.68
H 0.86 3.37 3.97 0.25
H -1.27 3.81 5.12 0.40
H -2.38 1.41 5.67 0.44
H -0.58 -0.47 4.84 0.45
H 1.34 0.91 3.51 0.55
N 2.83 -1.49 0.48 0.27
C 2.85 -2.60 1.27 -0.62
C 3.36 -3.63 0.55 -0.44
C 3.67 -3.15 -0.76 -0.77
C 3.29 -1.82 -0.77 -0.48
H 2.45 -0.59 0.73 0.23
H 2.44 -2.52 2.27 0.50
H 3.53 -4.64 0.90 0.53
H 4.09 -3.63 -1.62 0.46
H 3.31 -1.10 -1.58 0.48
C 4.40 2.48 -1.65 0.13
C 3.73 3.69 -1.75 -0.65
C 4.33 4.77 -1.11 0.17
C 5.61 4.69 -0.55 -0.78
C 6.18 3.44 -0.41 -0.17
C 5.64 2.34 -1.07 -0.61
H 3.91 1.55 -1.95 0.25
H 2.72 3.83 -2.12 0.34
H 3.86 5.75 -1.11 0.29
H 5.99 5.55 -0.01 0.32
H 7.13 3.25 0.08 0.35
H 6.07 1.35 -1.09 0.36

***

103
Properties=species:S:1:pos:R:3:mulliken_charge:R:1 method="wB97M-V/def2-TZVPD" orbital_gap_ev=10.082 homo_energy_ev=-9.70 molar_mass_g_mol=856.76 e_lumo_ha=0.014 multiplicity=1
C 1.37 1.29 -12.18 -0.25
C 0.50 0.48 -12.22 0.02
O -0.52 -0.29 -12.24 -0.36
S -0.36 -1.47 -11.01 0.68
O -0.61 -2.69 -11.66 -0.52
O -1.68 -1.13 -10.15 -0.31
C -1.33 -0.47 -8.90 -0.81
C -1.52 -1.45 -7.73 -0.36
C -2.74 -1.00 -6.90 -0.84
C -3.26 -2.07 -5.95 -0.85
C -2.41 -2.23 -4.69 -0.34
C -3.13 -3.00 -3.57 -0.77
C -2.66 -2.47 -2.20 -0.48
C -2.16 -3.56 -1.23 -0.66
C -2.13 -2.97 0.19 -0.08
C -1.97 -4.01 1.29 -1.11
C -0.56 -4.55 1.44 -0.85
C 0.52 -3.49 1.64 -0.59
C 0.30 -2.54 2.83 -0.97
H 1.93 2.17 -12.19 0.44
H -0.29 -0.17 -8.95 0.46
H -1.99 0.37 -8.81 0.44
H -1.80 -2.39 -8.18 0.30
H -0.64 -1.51 -7.11 0.32
H -3.53 -0.82 -7.63 0.44
H -2.54 -0.05 -6.43 0.39
H -3.27 -3.01 -6.49 0.28
H -4.28 -1.82 -5.70 0.44
H -1.49 -2.77 -4.89 0.24
H -2.20 -1.23 -4.32 0.10
H -2.93 -4.06 -3.63 0.43
H -4.20 -2.88 -3.68 0.45
H -1.85 -1.76 -2.30 0.25
H -3.48 -1.95 -1.71 0.31
H -1.13 -3.76 -1.52 0.23
H -2.74 -4.47 -1.29 0.39
H -1.37 -2.19 0.21 -0.21
H -3.08 -2.47 0.34 0.57
H -2.66 -4.83 1.12 0.44
H -2.31 -3.54 2.21 0.38
H -0.53 -5.29 2.23 0.41
H -0.33 -5.08 0.51 0.35
H 0.68 -2.91 0.73 0.32
H 1.45 -4.02 1.83 0.43
H 0.86 -2.88 3.69 0.30
H 0.74 -1.59 2.56 0.25
H -0.73 -2.40 3.11 0.36
C 1.38 2.82 5.65 -0.96
C 2.72 2.14 5.75 -0.29
O 2.60 0.83 6.34 -0.27
C 2.20 -0.13 5.52 0.34
O 1.95 -0.01 4.36 -0.49
C 2.14 -1.47 6.27 0.92
F 1.52 -1.36 7.46 -0.27
F 3.37 -1.95 6.52 -0.29
F 1.49 -2.41 5.59 -0.27
H 0.90 2.87 6.63 0.33
H 1.49 3.84 5.27 0.39
H 0.70 2.28 4.99 0.19
H 3.38 2.71 6.40 0.31
H 3.21 2.06 4.78 0.32
C 4.12 -0.89 10.07 -0.96
C 3.11 -1.55 10.98 -0.26
O 3.31 -1.17 12.35 -0.31
C 2.82 0.01 12.70 0.34
O 2.25 0.78 12.00 -0.51
C 3.08 0.24 14.20 0.90
F 4.33 -0.07 14.54 -0.25
F 2.26 -0.52 14.94 -0.25
F 2.87 1.51 14.53 -0.24
H 5.13 -1.10 10.40 0.35
H 4.00 -1.24 9.04 0.21
H 4.00 0.20 10.07 0.29
H 3.23 -2.63 10.94 0.34
H 2.08 -1.33 10.67 0.34
C -0.91 1.95 -1.45 -0.86
C -1.89 1.39 -0.45 -0.10
O -1.63 1.86 0.88 -0.30
C -2.08 3.07 1.18 0.30
O -2.66 3.82 0.45 -0.53
C -1.77 3.36 2.65 0.96
F -0.51 3.04 2.96 -0.25
F -2.58 2.66 3.45 -0.26
F -1.94 4.65 2.95 -0.26
H 0.11 1.75 -1.14 0.31
H -1.07 1.52 -2.43 0.24
H -1.01 3.03 -1.54 0.38
H -1.79 0.31 -0.40 -0.03
H -2.92 1.60 -0.74 0.36
C 0.40 6.72 -5.76 -1.12
C 1.74 6.03 -5.63 -0.20
O 1.61 4.77 -4.94 -0.33
C 1.18 3.75 -5.66 0.30
O 0.88 3.78 -6.81 -0.53
C 1.14 2.49 -4.79 0.96
F 0.57 2.72 -3.60 -0.22
F 2.38 2.03 -4.57 -0.28
F 0.45 1.51 -5.38 -0.22
H -0.07 6.84 -4.79 0.30
H 0.52 7.70 -6.22 0.38
H -0.29 6.14 -6.38 0.32
H 2.41 6.64 -5.03 0.32
H 2.21 5.88 -6.60 0.33

***

97
Properties=species:S:1:pos:R:3:mulliken_charge:R:1 method="wB97M-V/def2-TZVPD" orbital_gap_ev=6.652 homo_energy_ev=-8.66 smiles="CCCCCCCCc1c2c(c(I)c(C[C@H](O)C(F)(F)F)c1P(C)O)C(=O)C=C(P(O)I)C2=O.CNC(C)=O.CNC(C)=O.CNC(C)=O" molar_mass_g_mol=963.49 e_lumo_ha=-0.074 multiplicity=1
C 3.61 -2.11 5.29 -0.83
C 2.82 -0.72 4.87 -0.09
C 1.33 -0.56 5.55 -0.43
C 0.22 -1.64 5.01 -0.66
C -0.71 -1.12 3.76 -0.56
C -1.37 0.40 4.01 -0.48
C -0.46 1.43 3.12 -0.09
C -1.16 2.89 2.83 -0.81
C -1.02 3.27 1.21 -0.11
C -2.34 3.19 0.19 0.04
C -2.11 3.53 -1.43 0.37
C -0.61 3.93 -2.03 -1.00
I -0.28 4.33 -4.20 0.10
C 0.67 4.04 -0.95 0.51
C 2.16 4.45 -1.48 -0.63
C 2.31 5.96 -2.09 -0.07
O 3.74 6.35 -1.89 -0.55
C 1.25 7.06 -1.49 0.68
F 1.08 7.04 -0.02 -0.21
F 1.85 8.42 -1.81 -0.28
F -0.09 7.06 -2.11 -0.21
C 0.50 3.71 0.66 0.52
P 1.89 3.74 1.96 0.31
C 2.92 5.35 1.92 -0.53
O 2.98 2.44 1.48 -0.59
C -3.46 3.39 -2.41 0.11
O -3.70 4.17 -3.47 -0.50
C -4.55 2.22 -1.92 -0.23
C -4.74 1.89 -0.45 0.30
P -5.98 0.52 0.15 0.34
O -5.11 -0.99 0.48 -0.46
I -7.62 0.04 -1.66 -0.11
C -3.86 2.78 0.66 0.21
O -4.46 3.13 1.80 -0.54
H 3.26 -2.56 6.32 0.29
H 4.75 -1.84 5.42 0.20
H 3.51 -2.91 4.43 0.22
H 2.83 -0.56 3.70 -0.03
H 3.49 0.17 5.31 0.21
H 1.48 -0.77 6.71 0.34
H 1.02 0.56 5.45 0.22
H -0.44 -1.94 5.95 0.28
H 0.76 -2.65 4.67 0.27
H -0.10 -1.16 2.73 0.31
H -1.63 -1.86 3.62 0.28
H -2.51 0.40 3.74 0.36
H -1.25 0.62 5.17 0.27
H -0.24 0.93 2.06 0.25
H 0.60 1.68 3.61 -0.14
H -0.68 3.79 3.42 0.32
H -2.28 2.81 3.19 0.49
H 3.01 4.22 -0.68 0.17
H 2.41 3.70 -2.38 0.40
H 2.15 5.95 -3.27 0.25
H 3.86 6.78 -0.99 0.38
H 2.45 6.20 2.61 0.31
H 3.98 5.11 2.41 0.34
H 3.15 5.77 0.85 -0.13
H 2.43 1.58 1.46 0.32
H -5.16 1.58 -2.71 0.01
H -4.15 -0.81 0.25 0.33
C -7.26 -1.95 -5.96 -0.89
N -6.27 -1.77 -4.92 -0.02
C -5.20 -2.56 -4.63 0.88
C -4.98 -3.79 -5.48 -1.17
O -4.45 -2.27 -3.70 -0.67
H -7.23 -1.07 -6.60 0.29
H -8.24 -2.02 -5.48 0.27
H -7.08 -2.84 -6.56 0.34
H -6.35 -0.97 -4.31 0.06
H -4.09 -4.32 -5.13 0.23
H -5.84 -4.46 -5.39 0.34
H -4.83 -3.49 -6.52 0.35
C 9.12 -0.40 2.78 -0.87
N 7.97 -0.23 3.64 -0.17
C 6.71 -0.73 3.49 0.74
C 6.44 -1.58 2.28 -1.23
O 5.85 -0.48 4.32 -0.61
H 9.91 -0.87 3.36 0.29
H 9.45 0.58 2.44 0.28
H 8.89 -1.02 1.91 0.33
H 8.09 0.34 4.48 0.25
H 5.40 -1.90 2.29 0.22
H 6.61 -1.00 1.37 0.38
H 7.08 -2.46 2.29 0.36
C -0.94 -8.47 -3.84 -0.83
N -1.40 -7.15 -4.19 -0.17
C -2.23 -6.79 -5.22 0.78
C -2.76 -7.89 -6.10 -1.27
O -2.53 -5.61 -5.38 -0.68
H -1.25 -8.68 -2.81 0.28
H 0.15 -8.48 -3.89 0.29
H -1.34 -9.25 -4.50 0.32
H -1.09 -6.37 -3.64 0.24
H -3.41 -7.46 -6.87 0.27
H -1.93 -8.40 -6.60 0.37
H -3.35 -8.60 -5.52 0.37

***

93
Properties=species:S:1:pos:R:3:mulliken_charge:R:1 method="wB97M-V/def2-TZVPD" orbital_gap_ev=6.291 homo_energy_ev=-11.35 e_above_lowest_kj_mol=98.8 molar_mass_g_mol=828.39 e_lumo_ha=-0.186 multiplicity=1 total_charge=+2
Hf -0.50 -0.02 0.50 2.28
C -3.56 1.02 2.83 -0.45
C -2.19 1.35 3.39 -0.88
N -1.21 1.80 2.39 -0.16
C -1.19 3.28 2.25 -1.30
C -2.13 3.81 1.19 -0.57
N -1.82 3.16 -0.08 0.21
C -2.32 3.85 -1.26 -0.94
C -2.48 2.88 -2.42 -0.54
C -1.40 1.81 -2.53 -0.94
N -1.57 0.57 -1.68 -0.28
C -2.97 0.07 -1.62 -1.17
C -3.61 0.40 -0.28 -0.42
N -2.87 -0.31 0.79 -0.11
C -3.59 -0.30 2.09 -1.04
H -3.92 1.83 2.19 0.13
H -4.26 0.95 3.66 0.43
H -1.78 0.45 3.87 0.39
H -2.28 2.10 4.18 0.46
H -0.30 1.56 2.77 0.35
H -0.18 3.56 1.97 0.46
H -1.42 3.74 3.21 0.42
H -1.99 4.90 1.14 0.50
H -3.18 3.65 1.44 0.38
H -0.81 3.12 -0.14 -0.16
H -1.66 4.68 -1.54 0.44
H -3.29 4.29 -1.02 0.44
H -2.48 3.44 -3.36 0.49
H -3.47 2.41 -2.37 0.23
H -0.42 2.22 -2.30 0.36
H -1.37 1.47 -3.57 0.52
H -1.06 -0.13 -2.21 -0.01
H -2.96 -1.01 -1.75 0.37
H -3.57 0.47 -2.43 0.69
H -4.66 0.08 -0.28 0.66
H -3.56 1.47 -0.08 0.07
H -2.87 -1.29 0.51 0.35
H -3.14 -1.07 2.72 0.44
H -4.63 -0.60 1.91 0.48
C 3.84 1.61 0.96 -2.03
C 2.45 1.06 1.22 0.82
S 1.19 1.86 0.24 -0.79
C 2.24 0.07 2.11 0.86
C 3.37 -0.60 2.85 -1.70
S 0.67 -0.66 2.57 -0.53
H 3.80 2.39 0.20 0.46
H 4.54 0.84 0.64 0.46
H 4.26 2.06 1.87 0.41
H 4.32 -0.09 2.71 0.45
H 3.47 -1.63 2.52 0.31
H 3.15 -0.62 3.92 0.39
F 5.82 0.11 -2.23 -0.36
C 4.80 -0.64 -2.68 0.08
C 3.63 -0.64 -1.99 0.32
C 2.58 -1.48 -2.41 0.44
C 1.37 -1.55 -1.62 1.43
O 1.31 -0.92 -0.53 -0.90
C 0.35 -2.41 -2.11 -0.14
C 0.57 -3.15 -3.24 -0.41
N 1.70 -3.09 -3.96 0.30
C 1.86 -3.99 -5.09 -0.32
C 1.92 -3.41 -6.48 -0.44
C 0.71 -4.17 -6.03 -1.01
C 2.75 -2.27 -3.55 -0.80
C 3.96 -2.24 -4.25 -0.61
C 5.01 -1.43 -3.83 -0.53
N 6.25 -1.44 -4.47 0.12
C 6.78 -2.62 -5.12 -0.91
C 6.85 -2.39 -6.64 -0.67
N 7.07 -0.92 -6.88 -0.13
C 7.93 -0.31 -5.81 -0.77
C 7.13 -0.28 -4.51 -0.61
C -0.94 -2.60 -1.38 -0.05
O -1.77 -3.38 -1.80 -0.71
O -1.11 -1.85 -0.32 -0.49
H 3.49 -0.05 -1.10 0.24
H -0.19 -3.84 -3.57 0.83
H 2.47 -4.85 -4.88 0.45
H 2.59 -3.86 -7.19 0.31
H 1.81 -2.33 -6.56 0.22
H 0.54 -5.16 -6.42 0.27
H -0.19 -3.59 -5.85 0.35
H 4.08 -2.85 -5.13 0.78
H 6.16 -3.49 -4.90 0.52
H 7.77 -2.83 -4.73 0.35
H 5.93 -2.67 -7.15 0.42
H 7.68 -2.93 -7.09 0.39
H 6.16 -0.44 -6.87 0.38
H 7.47 -0.77 -7.81 0.36
H 8.22 0.69 -6.12 0.39
H 8.83 -0.93 -5.75 0.38
H 6.54 0.63 -4.46 0.51
H 7.84 -0.26 -3.67 0.32

***

no.,DFT total energy (eV)
1,-116609.7967
2,-159346.9841
3,-98890.8402
4,-96690.0975
5,-75185.2562